# 1
DFT (ωB97M-V/def2-TZVPD) results for 8 unconnected molecules or ions with the total composition C5H28N2O8 at a distorted geometry.

relative energy (zero: lowest compared OMol25 entry of this formula, charge and spin) = 6.9 kcal per mole
gap between HOMO and LUMO = 9.280 eV
HOMO level = -0.3300 Ha
total energy = -25000.5892 eV
SMILES string = CCN[C@H](CN)CO.O.O.O.O.O.O.O
largest force on an atom = 2.6 eV Å⁻¹

Geometry as ORCA input:
```
! wB97M-V def2-TZVPD RIJCOSX def2/J DEFGRID3
* xyz 0 1
C -0.84 2.04 0.61
N -0.84 0.61 0.32
C -2.20 0.00 0.38
C -3.20 0.68 -0.57
O -4.53 0.34 -0.20
C -2.12 -1.50 0.02
N -1.24 -2.24 0.96
C 0.62 2.44 0.99
H -1.52 2.26 1.48
H -1.17 2.69 -0.24
H -0.43 0.35 -0.61
H -2.57 0.14 1.40
H -2.99 0.40 -1.62
H -3.16 1.79 -0.48
H -4.67 -0.62 -0.31
H -1.79 -1.62 -1.05
H -3.15 -1.91 0.13
H -1.53 -3.21 1.06
H -0.28 -2.26 0.59
H 0.90 1.97 1.92
H 0.69 3.53 1.18
H 1.30 2.19 0.23
H -0.46 -1.31 2.70
H -0.08 -0.02 1.96
O 0.12 -0.53 2.78
H 0.03 0.08 -3.13
H 1.35 -0.06 -2.40
O 0.46 -0.45 -2.49
H 3.00 -1.31 0.95
H 3.98 -1.95 -0.07
O 3.25 -1.33 -0.05
H 3.01 -0.75 3.16
H 1.64 -1.07 2.60
O 2.59 -1.29 2.50
H 1.50 1.83 -2.12
H 0.60 3.09 -1.95
O 0.70 2.26 -2.46
H 0.75 -2.02 -1.67
H 1.88 -2.20 -0.61
O 1.10 -2.64 -1.03
H 3.65 0.87 -2.09
H 2.87 0.00 -1.04
O 2.78 0.70 -1.74
*
```

---

# 2
DFT (ωB97M-V/def2-TZVPD) results for a molecular structure, C5H8N2O at a distorted geometry.

relative energy (zero: lowest compared OMol25 entry of this formula, charge and spin) = 103.4 kcal per mole
gap between HOMO and LUMO = 8.549 eV
HOMO level = -0.2871 Ha
total energy = -10338.2422 eV
largest force on an atom = 1.2 eV Å⁻¹

Geometry as ORCA input:
```
! wB97M-V def2-TZVPD RIJCOSX def2/J DEFGRID3
* xyz 0 1
C -0.19 -1.91 0.06
C 2.07 0.22 -0.15
N -0.34 -0.50 -0.19
C -1.65 0.76 0.03
C 0.59 0.42 -0.09
C -0.11 1.65 0.07
O -1.21 1.49 1.04
N -2.75 0.50 -0.51
H -3.52 1.03 -0.11
H 0.24 2.66 -0.04
H -1.06 -2.42 -0.35
H 0.71 -2.30 -0.42
H -0.13 -2.13 1.13
H 2.45 0.00 0.85
H 2.56 1.13 -0.49
H 2.34 -0.60 -0.82
*
```